Record 1
ORCA calculation (ωB97M-V with the def2-TZVPD basis set) on a 2-piece molecular cluster, C4H11S overall in a non-equilibrium geometry.

Calculated values
E_tot, eV: -15159.89997
HOMO energy (alpha / beta), eV: -10.116 / -9.672
Relative energy (zero: lowest compared OMol25 entry of this formula, charge and spin), eV: 0.299
HOMO-LUMO gap (alpha / beta), eV: 11.0 / 7.2
<S²>: 0.7527

Geometry as ORCA input:
```
! RIJCOSX wB97M-V def2-TZVPD def2/J DEFGRID3
* xyz 0 2
S -0.307 -0.534 2.863
H -0.175 -0.676 4.118
C -0.803 -0.987 -0.992
C 0.142 -0.132 -0.159
C 1.385 0.202 -0.988
C -0.558 1.165 0.320
H -1.648 -1.285 -0.350
H -1.117 -0.425 -1.879
H -0.244 -1.859 -1.346
H 0.439 -0.744 0.707
H 1.973 0.945 -0.441
H 1.173 0.600 -1.985
H 2.018 -0.684 -1.151
H -1.295 0.858 1.049
H 0.062 1.936 0.776
H -1.044 1.622 -0.542
*
```

=====

Record 2
ORCA calculation (ωB97M-V with the def2-TZVPD basis set) on an isolated ion of composition C4H11S and charge +1 in a non-equilibrium geometry.

Calculated values
E_tot, eV: -15153.50088
HOMO energy, eV: -15.516
Relative energy (zero: lowest compared OMol25 entry of this formula, charge and spin), eV: 0.055
HOMO-LUMO gap, eV: 11.5

Geometry as ORCA input:
```
! RIJCOSX wB97M-V def2-TZVPD def2/J DEFGRID3
* xyz 1 1
C -0.209 -0.288 -2.378
C -0.284 0.473 -1.004
C 0.230 -0.518 0.074
C 0.721 0.146 1.381
S -0.659 0.719 2.456
H 0.784 -0.114 -2.807
H -0.325 -1.364 -2.181
H -1.002 0.026 -3.059
H -1.325 0.765 -0.817
H 0.359 1.357 -1.102
H 1.091 -1.043 -0.366
H -0.539 -1.287 0.232
H 1.344 -0.583 1.917
H 1.341 1.028 1.185
H -0.112 1.064 3.672
H -1.415 -0.382 2.796
*
```

=====

Record 3
ORCA calculation (ωB97M-V with the def2-TZVPD basis set) on a 2-piece molecular cluster, C4H11S2 overall in a non-equilibrium geometry.

Calculated values
E_tot, eV: -25996.99074
HOMO energy, eV: -2.373
Relative energy (zero: lowest compared OMol25 entry of this formula, charge and spin), eV: 0.847
HOMO-LUMO gap, eV: 5.6

Geometry as ORCA input:
```
! RIJCOSX wB97M-V def2-TZVPD def2/J DEFGRID3
* xyz -1 1
C -0.563 -1.508 1.809
S -1.716 -0.463 2.696
C -0.658 0.855 3.196
H -0.325 -2.355 2.454
H 0.369 -1.047 1.475
H -1.118 -1.736 0.899
H -0.044 0.627 4.065
H 0.033 1.125 2.389
H -1.208 1.800 3.299
C 0.308 0.237 -3.527
C 0.863 0.631 -2.131
S 1.152 -0.793 -1.018
H -0.505 -0.493 -3.400
H 1.087 -0.334 -4.033
H 0.072 1.120 -4.122
H 0.398 1.423 -1.549
H 1.855 0.911 -2.503
*
```

=====

Record 4
ORCA calculation (ωB97M-V with the def2-TZVPD basis set) on a 2-piece molecular cluster, C4H12 overall in a non-equilibrium geometry.

Calculated values
E_tot, eV: -4338.77953
HOMO energy (alpha / beta), eV: 1.509 / -7.440
Relative energy (zero: lowest compared OMol25 entry of this formula, charge and spin), eV: 2.257
HOMO-LUMO gap (alpha / beta), eV: 2.8 / 12.0
<S²>: 0.7502

Geometry as ORCA input:
```
! RIJCOSX wB97M-V def2-TZVPD def2/J DEFGRID3
* xyz -1 2
C -0.933 2.055 1.488
C -1.036 0.605 0.870
H -1.800 2.539 1.748
H -0.310 2.241 2.368
H -0.656 2.810 0.797
H -0.751 0.577 -0.027
H -0.336 -0.156 1.361
H -2.111 0.391 1.187
C 1.573 -0.737 -1.138
C 0.487 -2.038 -1.325
H 1.080 -0.002 -1.829
H 1.316 -0.458 -0.107
H 2.548 -0.926 -1.414
H 0.607 -2.559 -0.415
H 0.719 -2.733 -2.200
H -0.396 -1.608 -1.363
*
```

=====

Record 5
ORCA calculation (ωB97M-V with the def2-TZVPD basis set) on a 2-piece molecular cluster, C4H12 overall in a non-equilibrium geometry.

Calculated values
E_tot, eV: -4340.67410
HOMO energy (alpha / beta), eV: 1.541 / -7.851
Relative energy (zero: lowest compared OMol25 entry of this formula, charge and spin), eV: 0.362
HOMO-LUMO gap (alpha / beta), eV: 2.8 / 12.4
<S²>: 0.7503

Geometry as ORCA input:
```
! RIJCOSX wB97M-V def2-TZVPD def2/J DEFGRID3
* xyz -1 2
C 2.653 -0.723 0.073
C 1.797 -1.422 -0.994
H 3.457 -1.432 0.345
H 3.276 0.062 -0.347
H 2.077 -0.472 0.951
H 2.370 -1.473 -1.924
H 0.772 -1.093 -1.136
H 1.706 -2.465 -0.723
C -2.124 0.326 0.380
C -2.328 1.834 0.522
H -2.501 -0.078 -0.556
H -1.097 0.094 0.660
H -2.681 -0.135 1.206
H -2.158 2.180 1.550
H -3.349 2.184 0.322
H -1.668 2.366 -0.148
*
```

=====

Record 6
ORCA calculation (ωB97M-V with the def2-TZVPD basis set) on a 2-piece molecular cluster, C4H12 overall in a non-equilibrium geometry.

Calculated values
E_tot, eV: -4340.71692
HOMO energy (alpha / beta), eV: 1.630 / -7.677
Relative energy (zero: lowest compared OMol25 entry of this formula, charge and spin), eV: 0.320
HOMO-LUMO gap (alpha / beta), eV: 2.8 / 12.2
<S²>: 0.7503

Geometry as ORCA input:
```
! RIJCOSX wB97M-V def2-TZVPD def2/J DEFGRID3
* xyz -1 2
C 1.678 0.623 -0.024
C 1.846 -0.233 1.221
H 0.996 1.463 0.104
H 2.624 1.065 -0.282
H 1.338 0.139 -0.942
H 2.589 -0.990 1.038
H 0.930 -0.670 1.620
H 2.233 0.411 2.017
C -1.487 -0.760 -1.086
C -2.034 0.317 -0.125
H -2.238 -1.556 -1.154
H -1.432 -0.342 -2.090
H -0.595 -1.211 -0.673
H -2.585 1.062 -0.697
H -1.217 0.790 0.404
H -2.647 -0.108 0.671
*
```

=====

Record 7
ORCA calculation (ωB97M-V with the def2-TZVPD basis set) on a 2-piece molecular cluster, C4H12 overall in a non-equilibrium geometry.

Calculated values
E_tot, eV: -4340.61289
HOMO energy (alpha / beta), eV: 1.595 / -7.676
Relative energy (zero: lowest compared OMol25 entry of this formula, charge and spin), eV: 0.424
HOMO-LUMO gap (alpha / beta), eV: 2.7 / 12.2
<S²>: 0.7502

Geometry as ORCA input:
```
! RIJCOSX wB97M-V def2-TZVPD def2/J DEFGRID3
* xyz -1 2
C 1.512 0.223 0.786
C 1.897 1.477 1.514
H 1.490 0.341 -0.302
H 2.084 -0.697 0.962
H 0.531 -0.195 1.045
H 2.988 1.472 1.641
H 1.389 1.618 2.465
H 1.758 2.372 0.898
C -1.873 -1.039 -0.387
C -1.520 -0.634 -1.810
H -1.114 -1.602 0.151
H -2.048 -0.107 0.152
H -2.778 -1.647 -0.380
H -1.050 -1.396 -2.449
H -0.869 0.239 -1.855
H -2.398 -0.426 -2.433
*
```

=====

Record 8
ORCA calculation (ωB97M-V with the def2-TZVPD basis set) on a 2-piece molecular cluster, C4H12 overall in a non-equilibrium geometry.

Calculated values
E_tot, eV: -4340.74060
HOMO energy (alpha / beta), eV: 1.578 / -7.599
Relative energy (zero: lowest compared OMol25 entry of this formula, charge and spin), eV: 0.296
HOMO-LUMO gap (alpha / beta), eV: 2.8 / 12.1
<S²>: 0.7502

Geometry as ORCA input:
```
! RIJCOSX wB97M-V def2-TZVPD def2/J DEFGRID3
* xyz -1 2
C 1.211 -1.263 -1.595
C 2.164 -0.593 -0.585
H 1.851 -1.537 -2.443
H 0.726 -2.163 -1.221
H 0.502 -0.533 -1.984
H 1.671 0.061 0.134
H 2.785 -1.278 -0.011
H 2.781 0.058 -1.214
C -1.172 0.465 0.772
C -2.214 1.386 1.413
H -1.655 -0.150 0.006
H -0.473 1.099 0.221
H -0.637 -0.213 1.431
H -1.976 1.688 2.432
H -3.182 0.870 1.382
H -2.387 2.280 0.809
*
```

=====

Record 9
ORCA calculation (ωB97M-V with the def2-TZVPD basis set) on a 2-piece molecular cluster, C4H12 overall.

Calculated values
E_tot, eV: -4340.81137
HOMO energy (alpha / beta), eV: 1.552 / -7.724
Relative energy (zero: lowest compared OMol25 entry of this formula, charge and spin), eV: 0.225
HOMO-LUMO gap (alpha / beta), eV: 2.8 / 12.2
<S²>: 0.7503

Geometry as ORCA input:
```
! RIJCOSX wB97M-V def2-TZVPD def2/J DEFGRID3
* xyz -1 2
C -0.505 -1.336 0.749
C -1.388 -2.450 1.319
H -0.579 -1.279 -0.341
H -0.848 -0.349 1.071
H 0.543 -1.433 1.026
H -2.297 -2.061 1.786
H -0.898 -3.051 2.086
H -1.724 -3.126 0.530
C 1.588 1.481 -0.969
C 0.299 2.295 -1.105
H 1.438 0.412 -1.088
H 2.303 1.908 -1.675
H 2.001 1.613 0.037
H 0.065 2.460 -2.164
H -0.570 1.743 -0.738
H 0.367 3.265 -0.617
*
```

=====

Record 10
ORCA calculation (ωB97M-V with the def2-TZVPD basis set) on a 2-piece molecular cluster, C4H12 overall in a non-equilibrium geometry.

Calculated values
E_tot, eV: -4342.21685
HOMO energy, eV: -11.519
Relative energy (zero: lowest compared OMol25 entry of this formula, charge and spin), eV: 0.311
HOMO-LUMO gap, eV: 12.6

Geometry as ORCA input:
```
! RIJCOSX wB97M-V def2-TZVPD def2/J DEFGRID3
* xyz 0 1
C -1.296 -1.255 1.996
C -1.972 -0.652 0.759
H -1.979 -1.880 2.556
H -0.479 -1.927 1.715
H -0.818 -0.484 2.599
H -2.767 -1.341 0.452
H -1.274 -0.371 -0.020
H -2.631 0.200 0.960
C 2.182 1.001 -0.855
C 1.136 0.888 -1.961
H 1.742 1.316 0.094
H 2.593 0.014 -0.617
H 3.015 1.673 -1.046
H 1.593 0.751 -2.935
H 0.629 1.862 -1.982
H 0.327 0.206 -1.715
*
```

=====

Record 11
ORCA calculation (ωB97M-V with the def2-TZVPD basis set) on a 2-piece molecular cluster, C4H12 overall in a non-equilibrium geometry.

Calculated values
E_tot, eV: -4342.15321
HOMO energy, eV: -11.512
Relative energy (zero: lowest compared OMol25 entry of this formula, charge and spin), eV: 0.375
HOMO-LUMO gap, eV: 12.7

Geometry as ORCA input:
```
! RIJCOSX wB97M-V def2-TZVPD def2/J DEFGRID3
* xyz 0 1
C -0.906 0.941 0.797
C -2.258 1.290 1.379
H -0.845 0.753 -0.281
H -0.211 1.785 0.922
H -0.432 0.027 1.183
H -2.598 2.135 0.793
H -2.064 1.434 2.449
H -2.983 0.470 1.350
C 1.319 -1.803 -0.854
C 1.743 -0.414 -1.296
H 1.230 -1.973 0.224
H 0.340 -2.097 -1.250
H 2.050 -2.523 -1.206
H 0.906 0.259 -1.505
H 2.341 -0.312 -2.200
H 2.369 0.026 -0.504
*
```

=====

Record 12
ORCA calculation (ωB97M-V with the def2-TZVPD basis set) on a 2-piece molecular cluster, C4H12 overall in a non-equilibrium geometry.

Calculated values
E_tot, eV: -4341.95762
HOMO energy, eV: -11.509
Relative energy (zero: lowest compared OMol25 entry of this formula, charge and spin), eV: 0.571
HOMO-LUMO gap, eV: 12.6

Geometry as ORCA input:
```
! RIJCOSX wB97M-V def2-TZVPD def2/J DEFGRID3
* xyz 0 1
C -2.610 -0.119 0.103
C -2.142 -1.535 0.317
H -1.907 0.629 0.498
H -2.741 0.105 -0.951
H -3.473 0.166 0.698
H -1.756 -1.933 1.267
H -2.952 -2.250 0.169
H -1.335 -1.825 -0.360
C 2.724 1.552 -0.019
C 2.034 0.213 -0.347
H 3.271 1.426 0.915
H 3.335 1.786 -0.885
H 2.015 2.352 0.136
H 2.402 -0.266 -1.262
H 2.157 -0.658 0.302
H 0.976 0.358 -0.581
*
```

=====

Record 13
ORCA calculation (ωB97M-V with the def2-TZVPD basis set) on a 2-piece molecular cluster, C4H12 overall in a non-equilibrium geometry.

Calculated values
E_tot, eV: -4342.06579
HOMO energy, eV: -11.422
Relative energy (zero: lowest compared OMol25 entry of this formula, charge and spin), eV: 0.462
HOMO-LUMO gap, eV: 12.6

Geometry as ORCA input:
```
! RIJCOSX wB97M-V def2-TZVPD def2/J DEFGRID3
* xyz 0 1
C -0.023 -1.362 -1.754
C -1.113 -0.344 -1.487
H 0.053 -1.811 -2.751
H 0.979 -1.142 -1.378
H -0.193 -2.313 -1.211
H -1.890 -0.473 -2.245
H -0.757 0.677 -1.622
H -1.423 -0.423 -0.458
C 0.612 1.254 0.989
C 0.515 0.456 2.266
H -0.289 1.288 0.398
H 0.986 2.277 1.101
H 1.366 0.865 0.298
H 1.186 0.854 3.030
H 0.659 -0.621 2.199
H -0.446 0.597 2.766
*
```

=====

Record 14
ORCA calculation (ωB97M-V with the def2-TZVPD basis set) on a 2-piece molecular cluster, C4H12 overall in a non-equilibrium geometry.

Calculated values
E_tot, eV: -4341.19461
HOMO energy, eV: -10.985
Relative energy (zero: lowest compared OMol25 entry of this formula, charge and spin), eV: 1.334
HOMO-LUMO gap, eV: 12.0

Geometry as ORCA input:
```
! RIJCOSX wB97M-V def2-TZVPD def2/J DEFGRID3
* xyz 0 1
C -0.156 -0.888 -2.268
C -1.402 0.136 -2.259
H -0.358 -1.924 -2.021
H 0.483 -0.806 -3.259
H 0.402 -0.566 -1.442
H -1.203 1.157 -1.865
H -2.169 -0.377 -1.606
H -1.925 0.106 -3.243
C 1.203 1.023 2.275
C 0.409 -0.268 2.186
H 1.358 1.494 1.287
H 0.545 1.843 2.959
H 2.003 0.979 2.919
H 1.050 -1.171 2.291
H -0.303 -0.377 3.130
H -0.205 -0.368 1.242
*
```

=====

Record 15
ORCA calculation (ωB97M-V with the def2-TZVPD basis set) on a 2-piece molecular cluster, C4H12 overall in a non-equilibrium geometry.

Calculated values
E_tot, eV: -4341.66835
HOMO energy, eV: -11.158
Relative energy (zero: lowest compared OMol25 entry of this formula, charge and spin), eV: 0.860
HOMO-LUMO gap, eV: 12.4

Geometry as ORCA input:
```
! RIJCOSX wB97M-V def2-TZVPD def2/J DEFGRID3
* xyz 0 1
C 1.514 -0.267 0.788
C 0.623 -1.508 0.835
H 1.153 0.614 0.279
H 1.664 0.021 1.842
H 2.410 -0.575 0.241
H 0.861 -2.139 -0.029
H -0.450 -1.354 0.602
H 0.648 -1.911 1.850
C -0.897 0.440 -1.399
C -1.311 1.257 -0.147
H -1.687 0.564 -2.140
H 0.046 0.800 -1.834
H -0.554 -0.593 -1.340
H -0.942 2.282 -0.280
H -0.705 1.003 0.728
H -2.374 1.366 0.005
*
```